{"formula": "C33H40AuN2OSb2", "method": "ωB97M-V with the def2-TZVPD basis set", "homo_ev": -10.18, "energy_ha": -2082.1330, "gap_ha": 0.298, "charge": 1, "fmax_ev_per_a": 0.567, "elements": ["Au", "C", "C", "C", "Sb", "C", "C", "C", "C", "C", "C", "C", "C", "C", "C", "C", "C", "Sb", "C", "C", "C", "C", "C", "C", "C", "C", "C", "C", "C", "C", "H", "H", "H", "H", "H", "H", "H", "H", "H", "H", "H", "H", "H", "H", "H", "H", "H", "H", "H", "H", "H", "H", "H", "H", "H", "H", "C", "H", "H", "C", "N", "C", "C", "O", "N", "C", "C", "H", "H", "H", "H", "H", "H", "H", "H", "H", "H", "H", "H"], "positions_angstrom": [[0.726, 0.329, 1.938], [-2.534, 1.130, 0.797], [-2.692, 0.646, -0.650], [-2.865, -0.878, -0.626], [-0.996, -1.818, -0.043], [-1.617, -3.827, -0.402], [-2.813, -4.282, 0.148], [-3.249, -5.580, -0.081], [-2.487, -6.442, -0.858], [-1.285, -6.005, -1.395], [-0.851, -4.706, -1.165], [-0.071, -1.447, -1.930], [0.966, -0.524, -1.998], [1.529, -0.168, -3.218], [1.058, -0.741, -4.389], [0.018, -1.661, -4.336], [-0.543, -2.010, -3.116], [-1.287, 2.785, 1.228], [-2.712, 4.333, 1.274], [-3.067, 5.063, 2.400], [-4.092, 5.997, 2.325], [-4.767, 6.193, 1.130], [-4.427, 5.449, 0.007], [-3.402, 4.519, 0.075], [0.044, 3.386, -0.302], [1.258, 2.735, -0.491], [2.187, 3.216, -1.400], [1.920, 4.366, -2.128], [0.727, 5.044, -1.921], [-0.199, 4.567, -1.004], [-2.090, 0.329, 1.387], [-3.486, 1.398, 1.261], [-1.810, 0.913, -1.244], [-3.542, 1.125, -1.140], [-3.182, -1.276, -1.590], [-3.618, -1.151, 0.118], [-3.421, -3.628, 0.764], [-4.184, -5.919, 0.347], [-2.830, -7.451, -1.045], [-0.684, -6.675, -1.997], [0.090, -4.379, -1.595], [1.342, -0.074, -1.089], [2.335, 0.554, -3.251], [1.496, -0.473, -5.341], [-0.360, -2.103, -5.249], [-1.356, -2.726, -3.093], [-2.551, 4.917, 3.341], [-4.362, 6.569, 3.202], [-5.562, 6.924, 1.072], [-4.963, 5.591, -0.923], [-3.148, 3.947, -0.812], [1.499, 1.848, 0.082], [3.128, 2.694, -1.531], [2.644, 4.744, -2.837], [0.518, 5.956, -2.463], [-1.099, 5.142, -0.839], [-0.164, 1.975, 2.800], [0.530, 2.714, 3.194], [-0.885, 1.720, 3.579], [4.207, 0.300, 1.120], [4.206, -1.044, 1.677], [5.347, -1.400, 2.507], [3.077, -1.775, 1.598], [2.001, -1.252, 1.216], [3.111, -3.093, 1.936], [4.156, -3.969, 1.410], [1.822, -3.749, 2.122], [5.225, 0.554, 0.825], [3.855, 1.038, 1.846], [3.566, 0.333, 0.242], [5.578, -0.562, 3.167], [6.230, -1.616, 1.903], [5.110, -2.263, 3.122], [4.972, -3.390, 0.990], [3.740, -4.593, 0.614], [4.549, -4.619, 2.192], [1.151, -3.106, 2.684], [1.986, -4.667, 2.684], [1.350, -3.999, 1.166]]}

{"formula": "C33H40BF5N6OS3V", "method": "ωB97M-V with the def2-TZVPD basis set", "homo_ev": [-10.80, -11.01], "energy_ha": -4348.0503, "s2": 2.0220, "gap_ha": [0.284, 0.324], "de_lowest_kcal_mol": 0.0, "charge": 1, "multiplicity": 3, "fmax_ev_per_a": 0.331, "elements": ["V", "C", "C", "C", "C", "N", "C", "C", "N", "B", "N", "C", "C", "N", "C", "S", "C", "C", "C", "C", "N", "C", "C", "N", "C", "S", "C", "C", "C", "C", "C", "S", "H", "H", "H", "H", "H", "H", "H", "H", "H", "H", "H", "H", "H", "H", "H", "H", "H", "H", "H", "H", "H", "H", "H", "H", "H", "H", "H", "H", "H", "H", "H", "H", "H", "H", "C", "C", "C", "C", "C", "C", "H", "H", "H", "H", "H", "H", "F", "C", "C", "F", "C", "F", "C", "O", "C", "F", "C", "F"], "positions_angstrom": [[0.084, 0.283, 0.732], [5.447, -1.839, -1.433], [4.348, -0.819, -1.146], [4.753, 0.516, -1.766], [4.149, -0.729, 0.367], [3.068, -1.299, -1.779], [2.924, -2.512, -2.428], [1.633, -2.617, -2.805], [0.976, -1.478, -2.396], [-0.553, -1.366, -2.624], [-1.074, 0.096, -2.749], [-0.933, 0.731, -3.962], [-1.474, 1.961, -3.858], [-1.966, 2.089, -2.574], [-1.690, 0.945, -1.911], [-2.064, 0.611, -0.237], [-2.766, 3.274, -2.091], [-2.067, 3.914, -0.897], [-2.846, 4.302, -3.215], [-4.182, 2.809, -1.757], [-1.363, -2.237, -1.624], [-2.510, -2.849, -2.076], [-3.004, -3.605, -1.079], [-2.158, -3.466, 0.005], [-1.171, -2.606, -0.346], [0.158, -2.119, 0.668], [-2.336, -4.212, 1.301], [-2.554, -3.207, 2.425], [-1.120, -5.104, 1.544], [-3.570, -5.103, 1.197], [1.863, -0.692, -1.772], [1.498, 0.858, -1.091], [6.363, -1.466, -0.976], [5.636, -1.956, -2.500], [5.235, -2.812, -0.991], [5.718, 0.811, -1.353], [4.039, 1.305, -1.554], [4.863, 0.416, -2.847], [5.088, -0.421, 0.826], [3.873, -1.703, 0.772], [3.384, -0.006, 0.638], [3.745, -3.182, -2.582], [1.126, -3.395, -3.346], [-0.756, -1.863, -3.699], [-0.462, 0.248, -4.798], [-1.562, 2.740, -4.588], [-1.074, 4.268, -1.173], [-1.974, 3.230, -0.060], [-2.659, 4.771, -0.572], [-1.863, 4.662, -3.522], [-3.400, 5.158, -2.832], [-3.384, 3.924, -4.085], [-4.203, 2.123, -0.914], [-4.634, 2.321, -2.621], [-4.787, 3.679, -1.502], [-2.865, -2.702, -3.080], [-3.869, -4.236, -1.058], [-1.675, -2.589, 2.573], [-2.763, -3.746, 3.350], [-3.410, -2.566, 2.207], [-0.209, -4.530, 1.688], [-0.977, -5.792, 0.711], [-1.295, -5.693, 2.444], [-4.484, -4.532, 1.035], [-3.677, -5.626, 2.146], [-3.470, -5.858, 0.417], [-1.823, 1.637, 2.937], [-1.053, 2.430, 3.776], [-0.204, 1.837, 4.700], [-0.116, 0.455, 4.784], [-0.879, -0.340, 3.944], [-1.742, 0.246, 3.020], [-2.510, 2.094, 2.237], [-1.127, 3.508, 3.721], [0.390, 2.456, 5.360], [0.551, -0.002, 5.503], [-0.813, -1.417, 4.022], [-2.391, -0.373, 2.411], [4.161, 5.471, 2.117], [3.452, 4.348, 2.093], [3.909, 3.220, 2.761], [5.059, 3.272, 3.422], [3.177, 2.042, 2.742], [3.638, 0.975, 3.392], [1.973, 1.976, 2.051], [1.233, 0.867, 2.032], [1.543, 3.112, 1.381], [0.388, 3.017, 0.685], [2.255, 4.294, 1.393], [1.809, 5.359, 0.734]]}

{"formula": "C33H40BrI2N7OPPbS2Se2", "method": "ωB97M-V with the def2-TZVPD basis set", "homo_ev": -15.16, "energy_ha": -11042.2693, "gap_ha": 0.277, "de_lowest_kcal_mol": 0.0, "charge": 3, "fmax_ev_per_a": 0.190, "elements": ["Pb", "O", "C", "C", "C", "N", "C", "Br", "C", "H", "H", "H", "H", "Se", "P", "Se", "C", "C", "C", "C", "C", "C", "C", "C", "C", "C", "C", "C", "H", "H", "H", "H", "H", "H", "H", "H", "H", "H", "I", "I", "S", "C", "N", "C", "C", "C", "C", "H", "H", "H", "H", "H", "S", "C", "N", "C", "C", "C", "N", "H", "H", "H", "H", "H", "H", "H", "H", "C", "C", "N", "C", "N", "C", "C", "C", "N", "C", "H", "H", "H", "H", "H", "H", "H", "H", "H", "H", "H", "H", "H"], "positions_angstrom": [[-0.202, -2.005, -0.122], [-4.089, -7.246, -1.451], [-3.403, -6.147, -1.161], [-3.839, -5.158, -0.273], [-3.028, -4.069, -0.059], [-1.841, -3.896, -0.661], [-1.454, -4.848, -1.507], [0.208, -4.585, -2.377], [-2.172, -5.982, -1.798], [-4.931, -7.293, -0.979], [-4.791, -5.241, 0.234], [-3.334, -3.279, 0.615], [-1.812, -6.725, -2.494], [3.235, 0.219, -1.881], [2.476, 1.489, -0.099], [1.589, 0.317, 1.421], [1.369, 2.636, -0.933], [0.532, 2.195, -1.959], [-0.338, 3.089, -2.566], [-0.385, 4.411, -2.143], [0.427, 4.843, -1.102], [1.306, 3.959, -0.495], [3.951, 2.374, 0.416], [4.496, 3.358, -0.417], [5.658, 4.008, -0.040], [6.288, 3.668, 1.155], [5.754, 2.684, 1.974], [4.580, 2.037, 1.611], [0.548, 1.160, -2.286], [-0.965, 2.760, -3.385], [-1.050, 5.111, -2.632], [0.385, 5.871, -0.770], [1.942, 4.303, 0.311], [4.004, 3.628, -1.345], [6.066, 4.792, -0.664], [7.189, 4.187, 1.453], [6.238, 2.435, 2.910], [4.145, 1.285, 2.258], [2.616, -3.848, 1.223], [1.151, -6.040, 1.485], [4.476, -1.117, -0.673], [6.093, -0.412, -0.682], [6.382, 0.721, -1.334], [7.627, 1.239, -1.407], [8.670, 0.590, -0.807], [8.406, -0.592, -0.113], [7.119, -1.092, -0.042], [5.611, 1.220, -1.776], [7.727, 2.162, -1.959], [9.669, 0.995, -0.876], [9.212, -1.124, 0.375], [6.902, -2.007, 0.492], [-0.868, -2.132, 2.502], [-2.565, -2.071, 2.847], [-3.066, -2.992, 3.656], [-4.431, -2.961, 4.198], [-4.960, -1.540, 4.144], [-4.758, -0.979, 2.747], [-3.349, -1.118, 2.361], [-2.423, -3.699, 3.979], [-4.391, -3.329, 5.221], [-5.064, -3.638, 3.622], [-4.433, -0.918, 4.870], [-6.017, -1.531, 4.402], [-5.009, 0.079, 2.707], [-5.390, -1.500, 2.023], [-2.889, -0.365, 1.862], [-3.515, 2.857, 0.702], [-2.082, 2.478, 1.002], [-1.904, 1.072, 0.639], [-2.356, 0.605, -0.571], [-1.895, -0.563, -0.980], [-2.433, -1.116, -2.228], [-2.781, -0.021, -3.216], [-3.758, 0.924, -2.554], [-3.269, 1.330, -1.233], [-3.780, 2.628, -0.771], [-3.701, 3.902, 0.947], [-4.190, 2.252, 1.311], [-1.852, 2.578, 2.062], [-1.390, 3.116, 0.441], [-0.995, 0.696, 0.891], [-3.321, -1.723, -2.021], [-1.689, -1.791, -2.660], [-3.221, -0.439, -4.120], [-1.874, 0.516, -3.505], [-4.743, 0.461, -2.451], [-3.888, 1.832, -3.145], [-4.850, 2.649, -0.981], [-3.313, 3.415, -1.370]]}

{"formula": "C33H40F3IrN3PSSb", "method": "ωB97M-V with the def2-TZVPD basis set", "homo_ev": -14.62, "energy_ha": -2828.4080, "gap_ha": 0.096, "de_lowest_kcal_mol": 88.2, "charge": 3, "fmax_ev_per_a": 0.938, "elements": ["Ir", "N", "N", "C", "N", "S", "H", "H", "H", "H", "H", "F", "C", "C", "C", "C", "C", "C", "Sb", "C", "C", "C", "C", "F", "C", "C", "C", "C", "C", "C", "F", "C", "C", "H", "H", "H", "H", "H", "H", "H", "H", "H", "H", "H", "H", "C", "C", "C", "C", "P", "C", "C", "C", "C", "C", "C", "C", "C", "C", "C", "H", "H", "H", "H", "H", "H", "H", "H", "H", "H", "H", "H", "H", "H", "H", "H", "H", "H", "H", "H", "H", "H", "H"], "positions_angstrom": [[-1.233, -1.668, -0.965], [-0.483, -2.221, -2.929], [0.780, -1.668, -3.237], [1.326, -0.788, -2.409], [2.456, -0.193, -2.717], [0.566, -0.455, -0.874], [-0.414, -3.236, -3.009], [-1.153, -1.890, -3.626], [1.190, -1.909, -4.132], [2.955, -0.369, -3.579], [2.889, 0.430, -2.048], [3.229, 0.642, 7.876], [2.809, 1.029, 6.678], [3.322, 2.200, 6.140], [2.886, 2.605, 4.890], [1.943, 1.826, 4.215], [1.437, 0.653, 4.766], [1.877, 0.248, 6.015], [1.263, 2.586, 2.389], [2.960, 3.097, 1.297], [4.111, 2.351, 1.570], [5.301, 2.650, 0.924], [5.307, 3.680, -0.003], [6.443, 3.969, -0.631], [4.170, 4.413, -0.315], [2.985, 4.106, 0.330], [-0.015, 4.155, 2.802], [-0.258, 5.218, 1.924], [-1.090, 6.249, 2.310], [-1.705, 6.179, 3.555], [-2.513, 7.166, 3.920], [-1.513, 5.115, 4.426], [-0.676, 4.088, 4.037], [4.047, 2.774, 6.702], [3.283, 3.520, 4.465], [0.701, 0.054, 4.239], [1.509, -0.654, 6.485], [4.098, 1.559, 2.309], [6.217, 2.118, 1.139], [4.235, 5.214, -1.039], [2.099, 4.676, 0.086], [0.209, 5.263, 0.949], [-1.276, 7.106, 1.676], [-2.015, 5.116, 5.385], [-0.508, 3.257, 4.713], [-2.556, -3.768, 0.305], [-3.484, -2.593, 0.652], [-4.429, -3.001, 1.782], [-4.256, -2.207, -0.620], [-2.303, -1.213, 1.036], [-1.439, -1.645, 2.561], [-2.021, -1.478, 3.822], [-1.400, -1.990, 4.950], [-0.205, -2.691, 4.831], [0.388, -2.851, 3.588], [-0.221, -2.322, 2.458], [-3.103, 0.476, 1.177], [-3.263, 1.070, -0.231], [-4.474, 0.436, 1.864], [-2.179, 1.395, 1.993], [-3.148, -4.623, -0.026], [-1.930, -4.077, 1.141], [-1.852, -3.542, -0.551], [-5.059, -3.824, 1.433], [-5.090, -2.195, 2.085], [-3.878, -3.358, 2.652], [-4.680, -3.102, -1.079], [-3.605, -1.728, -1.382], [-5.071, -1.513, -0.428], [-2.968, -0.967, 3.932], [-1.862, -1.864, 5.920], [0.256, -3.122, 5.711], [1.317, -3.397, 3.493], [0.239, -2.458, 1.486], [-3.994, 0.529, -0.831], [-2.314, 1.100, -0.777], [-3.624, 2.095, -0.132], [-5.214, -0.099, 1.273], [-4.831, 1.463, 1.974], [-4.444, -0.001, 2.860], [-1.133, 1.462, 1.638], [-2.141, 1.106, 3.043], [-2.567, 2.415, 1.933]]}

{"formula": "C33H40IN4OPTi", "method": "ωB97M-V with the def2-TZVPD basis set", "homo_ev": -6.91, "energy_ha": -3064.3338, "gap_ha": 0.247, "de_lowest_kcal_mol": 5.4, "charge": 0, "fmax_ev_per_a": 0.355, "elements": ["Ti", "C", "C", "N", "C", "C", "N", "C", "C", "N", "H", "H", "H", "H", "H", "H", "H", "H", "H", "H", "H", "H", "H", "H", "H", "C", "C", "C", "C", "C", "C", "P", "C", "C", "C", "C", "C", "C", "C", "C", "C", "C", "C", "C", "H", "H", "H", "H", "H", "H", "H", "H", "H", "H", "H", "H", "H", "H", "C", "C", "C", "C", "C", "C", "C", "H", "H", "H", "H", "H", "H", "H", "N", "C", "O", "C", "I", "H", "H", "H", "H"], "positions_angstrom": [[-0.032, -0.345, -0.363], [-2.268, 0.322, -2.286], [-3.124, -0.038, -1.067], [-2.305, -0.074, 0.168], [-2.556, 1.051, 1.094], [-1.266, 1.647, 1.647], [-0.174, 1.630, 0.658], [-0.211, 2.708, -0.356], [-1.198, 2.371, -1.459], [-1.018, 0.973, -1.866], [-1.968, -0.562, -2.841], [-2.819, 0.956, -2.985], [-3.935, 0.681, -0.936], [-3.587, -1.012, -1.225], [-2.472, -0.945, 0.655], [-3.127, 1.810, 0.563], [-3.174, 0.728, 1.935], [-1.447, 2.666, 2.007], [-0.932, 1.052, 2.493], [0.701, 1.739, 1.169], [-0.451, 3.672, 0.105], [0.791, 2.775, -0.781], [-2.223, 2.521, -1.121], [-1.044, 3.036, -2.313], [-0.430, 0.942, -2.732], [0.500, 4.037, 4.987], [0.256, 2.740, 5.425], [0.760, 1.658, 4.719], [1.514, 1.854, 3.563], [1.747, 3.161, 3.133], [1.248, 4.248, 3.840], [2.220, 0.516, 2.514], [3.656, -0.032, 3.502], [4.201, -1.288, 3.225], [5.336, -1.725, 3.887], [5.952, -0.907, 4.827], [5.422, 0.343, 5.101], [4.278, 0.780, 4.444], [1.032, -0.868, 2.716], [1.025, -1.605, 3.904], [0.140, -2.652, 4.091], [-0.728, -2.986, 3.064], [-0.699, -2.271, 1.876], [0.167, -1.187, 1.649], [0.106, 4.879, 5.541], [-0.329, 2.571, 6.320], [0.551, 0.654, 5.065], [2.331, 3.326, 2.233], [1.444, 5.255, 3.493], [3.721, -1.935, 2.498], [5.741, -2.704, 3.669], [6.841, -1.247, 5.343], [5.895, 0.985, 5.834], [3.872, 1.757, 4.676], [1.732, -1.365, 4.690], [0.145, -3.211, 5.018], [-1.409, -3.822, 3.171], [-1.345, -2.627, 1.079], [1.779, 0.095, -1.283], [2.584, -1.164, -1.324], [2.401, -2.070, -2.376], [3.135, -3.242, -2.438], [4.071, -3.541, -1.453], [4.271, -2.646, -0.413], [3.535, -1.470, -0.350], [1.565, 0.431, -2.304], [2.299, 0.891, -0.741], [1.682, -1.833, -3.155], [2.985, -3.921, -3.268], [4.650, -4.454, -1.507], [5.014, -2.853, 0.348], [3.719, -0.763, 0.451], [0.011, -4.067, -0.689], [-0.652, -3.171, -1.517], [-0.444, -1.894, -1.134], [-1.447, -3.490, -2.541], [0.217, 0.492, -4.972], [0.905, -3.721, -0.367], [0.073, -5.003, -1.059], [-1.920, -2.731, -3.142], [-1.555, -4.523, -2.837]]}